P:
Formula: CH3F2OP
Source: the OMol25 dataset
Level of theory: ωB97M-V with the def2-TZVPD basis set

Last columns: bonded neighbours and bond lengths (Å).
Positions of all 8 atoms, in Å:
1 O 0.70 0.73 -1.29  P2 1.602, H6 1.001
2 P -0.33 -0.42 -0.85  O1 1.602, C3 1.894, H7 1.349
3 C -0.02 -0.36 1.02  P2 1.894, F4 1.369, F5 1.366, H8 1.038
4 F 0.38 0.89 1.42  C3 1.369
5 F -1.08 -0.72 1.81  C3 1.366
6 H 0.98 0.52 -2.23  O1 1.001
7 H -1.47 0.29 -0.97  P2 1.349
8 H 0.84 -0.93 1.08  C3 1.038

Calculated values
- SMILES: OPC(F)F
- HOMO energy: -9.52 eV
- Molecular weight: 100.0 g mol⁻¹

***

Q:
Formula: CH3F2OP
Source: the OMol25 dataset
Level of theory: ωB97M-V with the def2-TZVPD basis set

Last columns: bonded neighbours and bond lengths (Å).
Positions of all 8 atoms, in Å:
1 F 1.55 -0.54 -0.11  C2 1.407
2 C 1.92 0.23 1.01  F1 1.407, F3 1.363, H4 1.129, H5 1.067
3 F 1.11 1.32 0.98  C2 1.363
4 H 2.95 0.60 0.78  C2 1.129
5 H 1.62 -0.35 1.86  C2 1.067
6 O -3.20 -0.31 1.12  P7 1.486
7 P -3.31 0.38 -0.19  O6 1.486, H8 1.482
8 H -4.34 -0.45 -0.87  P7 1.482

Calculated values
- SMILES: FCF.O=P
- HOMO energy: -9.73 eV
- Molecular weight: 100.0 g mol⁻¹

***

The most stable structure shown above is P; the least stable is Q.